{"formula": "C2H4ClN", "method": "the ωB97M-V functional and the def2-TZVPD basis", "e_homo_ev": [-7.99, -10.21], "lumo_energy_ev": [-0.0633, 0.1186], "mol_weight_da": 77.51, "gap_ha": [0.291, 0.380], "total_energy_ha": -593.33372, "e_above_lowest_kj_mol": 544.6, "species": ["C", "C", "N", "Cl", "H", "H", "H", "H"], "xyz": [[1.071165, -0.228358, 0.057464], [0.174348, -0.002438, 1.184859], [0.696285, 1.102137, 0.565524], [0.140779, -0.403462, 2.808759], [2.114154, -0.481369, 0.204875], [0.638583, -0.587886, -0.867941], [-2.666379, -0.661526, 0.374240], [0.138419, 1.749913, 0.029011]], "forces_ev_per_a": [[0.119, -0.251, -0.105], [-0.700, 0.023, -1.099], [0.543, 0.484, 0.474], [0.169, -0.114, 0.813], [0.051, 0.033, 0.024], [-0.080, -0.033, -0.023], [0.149, 0.035, 0.028], [-0.253, -0.177, -0.111]]}



{"formula": "C2H4ClN2", "method": "the ωB97M-V functional and the def2-TZVPD basis", "e_homo_ev": -15.29, "lumo_energy_ev": -5.8435, "mol_weight_da": 91.52, "gap_ha": 0.347, "total_energy_ha": -647.87207, "smiles": "CN1[NH+]=C1Cl", "charge": 1, "e_above_lowest_kj_mol": 346.2, "species": ["C", "C", "N", "N", "Cl", "H", "H", "H", "H"], "xyz": [[-1.337769, -0.277224, -0.027188], [1.030566, 0.639459, -0.090101], [-0.051164, -0.154644, -0.233967], [-0.614946, -1.544832, -0.111281], [-2.771063, 0.420972, 0.015391], [1.778780, 0.226789, 0.462439], [1.391024, 0.966025, -1.074120], [0.777601, 1.610344, 0.321263], [-0.203028, -1.886889, 0.737568]], "forces_ev_per_a": [[5.424, -1.079, -0.534], [1.300, 3.779, -2.246], [-7.445, -0.398, 0.461], [0.031, -0.080, -1.330], [-0.603, 0.243, 0.224], [2.118, -1.391, 1.482], [0.392, -0.592, -0.035], [-0.525, -0.038, 0.597], [-0.692, -0.445, 1.382]]}



{"formula": "C2H4ClN2", "method": "the ωB97M-V functional and the def2-TZVPD basis", "e_homo_ev": -15.84, "lumo_energy_ev": -5.8727, "mol_weight_da": 91.52, "gap_ha": 0.366, "total_energy_ha": -647.95580, "smiles": "N#[N+]CCCl", "charge": 1, "e_above_lowest_kj_mol": 126.4, "species": ["C", "C", "N", "N", "Cl", "H", "H", "H", "H"], "xyz": [[0.575220, 0.178850, 0.569040], [-0.968661, 0.340146, -0.324795], [1.894343, -1.396628, -0.768032], [1.312956, -0.673804, -0.184650], [-1.765099, -1.254082, -0.250092], [1.089307, 1.253294, 0.534742], [0.272508, -0.215759, 1.595681], [-0.837173, 0.603259, -1.326538], [-1.573404, 1.164726, 0.154641]], "forces_ev_per_a": [[-3.659, 4.161, 0.078], [0.575, -0.463, 3.097], [-0.380, 0.437, 0.144], [1.546, -1.958, -0.692], [0.340, 0.842, 0.052], [-0.933, -2.444, 0.348], [0.898, 0.340, -1.442], [0.790, 0.268, -1.534], [0.824, -1.183, -0.051]]}



{"formula": "C2H4ClN2P", "method": "the ωB97M-V functional and the def2-TZVPD basis", "e_homo_ev": -8.74, "lumo_energy_ev": -0.0077, "mol_weight_da": 122.50, "gap_ha": 0.321, "total_energy_ha": -989.54254, "smiles": "Cl/N=P/N1CC1", "e_above_lowest_kj_mol": 354.4, "species": ["C", "C", "N", "N", "P", "Cl", "H", "H", "H", "H"], "xyz": [[-0.043871, -0.196699, -0.748587], [0.363123, 0.082152, 0.611531], [1.251770, -0.486706, -0.368972], [3.747161, -0.878200, -0.576927], [2.432643, -0.603240, -1.482520], [5.203798, -1.154372, -1.322730], [-0.840185, -0.998019, -0.560108], [-0.387253, 0.663914, -1.398114], [0.493288, 1.080771, 0.843257], [-0.042771, -0.550767, 1.412749]], "forces_ev_per_a": [[-5.338, -0.171, -0.537], [0.536, -0.625, 1.191], [0.469, -0.492, 0.086], [-2.416, 0.538, -0.173], [2.611, -0.568, 0.919], [0.857, -0.089, -0.713], [1.181, 0.557, -1.676], [0.880, -1.128, 0.548], [0.643, 1.833, 0.716], [0.577, 0.145, -0.361]]}



{"formula": "C2H4ClN3O3", "method": "the ωB97M-V functional and the def2-TZVPD basis", "e_homo_ev": [-8.51, -8.51], "lumo_energy_ev": [0.4275, 0.4276], "mol_weight_da": 153.53, "gap_ha": [0.328, 0.328], "total_energy_ha": -928.64521, "smiles": "N/C(Cl)=[N+](\\[O-])O.N=C=O", "e_above_lowest_kj_mol": 205.7, "species": ["C", "C", "N", "N", "N", "O", "O", "O", "Cl", "H", "H", "H", "H"], "xyz": [[-1.528949, 0.827558, 0.667984], [0.108771, -0.573973, -0.707307], [-1.168477, 0.579178, 1.742544], [-0.032884, -0.073409, -1.974053], [1.167921, -0.230900, -0.010050], [-2.054799, 1.128458, -0.285488], [1.939583, 0.716056, -0.315090], [1.315709, -0.763372, 1.434547], [-0.829709, -1.938147, -0.194799], [2.284806, -0.496325, 1.555686], [-1.001627, 0.281093, 2.659105], [-1.015822, 0.153732, -2.277469], [0.815471, 0.390048, -2.295609]], "forces_ev_per_a": [[0.008, -0.374, 3.877], [1.197, -0.987, 0.278], [0.875, 0.061, 1.283], [-0.971, -0.425, 0.172], [-0.435, 0.242, 1.657], [-1.871, 1.347, -5.057], [-0.086, -0.627, 0.131], [1.370, 0.918, -2.541], [0.180, 0.385, -0.268], [-1.718, -0.409, -0.280], [0.278, -0.318, 0.427], [1.983, -0.120, 0.408], [-0.810, 0.308, -0.087]]}



{"formula": "C2H4ClNO", "method": "the ωB97M-V functional and the def2-TZVPD basis", "e_homo_ev": -9.40, "lumo_energy_ev": 0.4941, "mol_weight_da": 93.51, "gap_ha": 0.364, "total_energy_ha": -668.69942, "e_above_lowest_kj_mol": 274.9, "species": ["C", "C", "N", "O", "Cl", "H", "H", "H", "H"], "xyz": [[0.978007, -0.956168, 0.853806], [-0.050706, 0.503436, -0.553237], [-1.279665, 0.778492, 0.069753], [0.639607, -0.801841, -0.385760], [2.120311, -2.264303, 0.907904], [-1.121589, 0.952168, 1.102910], [0.040335, 0.550409, -1.714481], [0.580420, 1.268683, -0.215098], [-1.906720, -0.030877, -0.065797]], "forces_ev_per_a": [[0.083, 0.066, -0.282], [0.173, 0.634, -3.138], [-0.282, -1.514, 1.008], [-0.066, 0.143, 1.261], [0.054, -0.395, 0.069], [-0.388, -0.506, -1.735], [-1.109, 0.036, 1.955], [1.459, 0.694, 0.505], [0.075, 0.842, 0.357]]}



{"formula": "C2H4ClNO", "method": "the ωB97M-V functional and the def2-TZVPD basis", "e_homo_ev": [-7.92, -8.49], "lumo_energy_ev": [0.3558, -0.2617], "mol_weight_da": 93.51, "gap_ha": [0.304, 0.302], "total_energy_ha": -668.63442, "e_above_lowest_kj_mol": 445.6, "species": ["C", "C", "N", "O", "Cl", "H", "H", "H", "H"], "xyz": [[0.287178, 0.182140, 0.094253], [-1.120448, -0.107463, 0.584230], [-0.260104, -2.223624, 2.072584], [-0.685070, -1.624243, 2.956481], [-1.585362, 0.742712, 2.013823], [0.915793, -0.645319, 0.665842], [0.309520, -0.097210, -0.977389], [0.610339, 1.208908, 0.289136], [-1.799731, -0.896183, 0.169367]], "forces_ev_per_a": [[-0.572, -2.741, 0.688], [0.033, 0.455, -0.473], [-0.371, 0.481, 0.647], [0.559, -1.099, -0.146], [-0.325, -0.076, -0.689], [-0.443, 1.945, -1.150], [0.315, 0.371, 0.500], [0.032, -0.408, -0.001], [0.771, 1.072, 0.622]]}



{"formula": "C2H4ClNSi", "method": "the ωB97M-V functional and the def2-TZVPD basis", "e_homo_ev": [-7.63, -7.63], "lumo_energy_ev": [-0.2483, -0.2479], "mol_weight_da": 105.60, "gap_ha": [0.271, 0.271], "total_energy_ha": -882.81201, "e_above_lowest_kj_mol": 455.1, "species": ["C", "C", "N", "Si", "Cl", "H", "H", "H", "H"], "xyz": [[0.877793, -0.131987, -0.595975], [-1.534838, -0.003027, -0.574392], [1.115210, -1.119525, 0.120262], [-0.354815, 1.410284, -0.283051], [-1.887984, -1.119336, 0.750391], [1.996938, -1.694724, 0.122506], [0.300135, -1.540198, 0.595055], [0.125332, 1.739339, 1.096569], [-0.637768, 2.459175, -1.231361]], "forces_ev_per_a": [[-0.219, 3.786, -1.342], [1.242, 0.194, 0.533], [-0.136, -2.695, 0.689], [-0.987, -3.229, 0.791], [0.294, 0.681, -0.324], [-1.036, 1.002, -0.106], [0.179, -0.566, 0.573], [0.096, 0.411, -0.389], [0.568, 0.416, -0.425]]}



In the order shown, the computed F_max values come out to 1.30; 7.47; 5.54; 5.37; 5.56; 3.21; 2.88; 4.02 eV/A.